Entry 1:
Formula: C3H7O2
Source: the Open Molecules 2025 dataset
Level of theory: the ωB97M-V functional and the def2-TZVPD basis

## Properties
Total charge: -1
LUMO level in eV: 4.01
Spin multiplicity: 1
Largest force on an atom in eV/A: 3.438
HOMO in hartree: -0.0909
Frontier orbital gap in eV: 6.48

Each line ends with the Löwdin charge.
Element x y z (Å)
H -1.086 -2.528 -1.920  -0.023
H -0.367 1.431 1.165  0.054
C 0.339 2.267 1.097  -0.148
O 0.109 3.409 1.413  -0.057
H -1.114 -2.412 0.466  0.062
H 1.722 -6.343 -5.995  -0.001
H -0.229 -0.954 -1.902  -0.040
C -0.462 -1.668 -0.053  -0.510
C -0.526 -1.784 -1.411  -0.119
O 0.163 -0.707 0.617  -0.286
H 1.543 -5.697 -6.417  0.001
H 1.252 1.999 0.561  0.069

Entry 2:
Formula: C11H24IN
Source: the Open Molecules 2025 dataset
Level of theory: the ωB97M-V functional and the def2-TZVPD basis

## Properties
Total charge: 0
LUMO level in eV: 0.05
Spin multiplicity: 1
Largest force on an atom in eV/A: 3.172
HOMO in hartree: -0.2354
Frontier orbital gap in eV: 6.45

Each line ends with the Löwdin charge.
Element x y z (Å)
H 2.804 -1.968 -1.936  0.068
H 0.168 2.628 -0.468  0.131
C -2.025 0.188 -1.078  -0.141
H 3.242 -1.522 3.600  0.067
H -0.638 -1.240 0.923  0.089
H 1.395 0.519 -0.906  0.112
C 2.682 -0.612 3.385  -0.088
H 1.854 -1.270 -3.256  0.071
H -2.025 1.270 -3.061  0.119
H -1.412 3.297 -1.950  0.109
H -1.067 2.289 0.730  0.127
H 1.658 0.099 1.142  0.093
I -3.989 -2.093 1.249  -0.622
C 0.806 0.170 1.817  -0.188
H 1.198 -1.895 2.433  0.102
C -0.759 2.083 -0.295  -0.099
C 0.464 0.095 -1.284  -0.086
H 0.719 1.160 2.266  0.118
H -2.609 3.156 -0.738  0.120
H 0.495 -0.892 3.693  0.109
H -1.379 0.114 1.613  0.099
H 0.672 -1.994 -0.528  0.102
N -0.712 0.560 -0.326  -0.156
C -1.845 2.576 -1.257  -0.139
H 1.770 -2.952 -2.676  0.073
H 3.238 0.114 2.791  0.062
H -3.388 1.232 -1.976  0.124
C -0.492 -0.166 1.045  -0.119
H 0.304 0.573 -2.250  0.125
C 1.807 -1.906 -2.371  -0.096
C 0.606 -1.468 -1.481  -0.188
H -0.262 -1.808 -2.045  0.099
C 1.202 -0.893 2.863  -0.218
C -2.303 1.327 -2.009  -0.162
H -2.813 0.040 -0.340  0.010
H -1.922 -0.738 -1.644  0.116
H 2.555 -0.073 4.324  0.062

Entry 3:
Formula: C59H62F12N3OS
Source: the Open Molecules 2025 dataset
Level of theory: the ωB97M-V functional and the def2-TZVPD basis

## Properties
Total charge: +1
LUMO level in eV: -4.17
Spin multiplicity: 1
Largest force on an atom in eV/A: 5.403
HOMO in hartree: -0.3857
Frontier orbital gap in eV: 6.32

Each line ends with the Löwdin charge.
Element x y z (Å)
H -5.278 -0.583 6.628  0.117
H -4.952 -2.363 -1.017  0.103
H 5.047 14.595 -2.455  0.108
H -5.075 1.536 4.026  0.096
H 0.604 7.487 1.079  0.119
C -2.289 -1.363 5.213  -0.022
H -6.332 0.502 -0.527  0.112
C 3.762 -11.377 -8.547  -0.081
C 4.659 -1.902 3.358  -0.013
C 2.512 8.185 0.340  -0.070
N -1.754 1.848 -1.066  0.122
H 5.161 -2.795 5.255  0.111
C 1.994 5.879 0.788  -0.312
F -2.675 -6.786 -0.556  -0.011
H 2.780 -8.653 -5.357  0.104
C 1.171 -11.435 -7.502  -0.019
N -2.037 0.545 -0.838  -0.111
C 3.032 12.005 -3.370  -0.080
C 3.711 13.223 -3.448  -0.093
H -3.832 -0.459 8.658  0.109
C 4.404 -0.788 5.486  -0.086
C -3.400 -0.708 7.692  -0.076
C 3.917 0.348 4.838  -0.076
C 0.905 -5.347 -4.667  -0.294
H -3.137 -4.612 -2.262  0.159
H -7.029 -2.071 1.281  0.128
F 1.126 4.947 1.202  0.015
C 4.177 -0.764 2.721  -0.291
H -6.907 1.973 3.636  0.104
C 0.956 -7.752 -4.644  -0.070
C -2.030 -0.954 7.580  -0.092
H 1.364 -13.581 -7.550  0.107
H -1.399 -5.328 -2.400  0.118
C 3.165 11.209 -2.232  -0.022
C -3.651 -1.110 5.333  -0.294
H 2.656 -4.349 -5.404  0.115
C -2.082 -4.634 -1.709  -0.071
H -2.841 -2.322 -0.039  0.105
C -5.415 -1.427 -1.588  -0.190
H -4.599 0.346 -2.851  0.134
C 2.253 -7.721 -5.163  -0.095
H 4.937 -2.770 2.769  0.118
C 0.885 5.336 4.107  -0.100
F -0.662 -4.802 1.817  0.014
C 1.549 -1.656 -0.484  -0.066
C -0.333 2.263 -1.119  -0.163
N 0.041 3.744 -1.329  0.071
H 2.221 9.232 0.328  0.101
H 3.440 1.240 2.927  0.100
C 0.282 -6.558 -4.389  -0.023
C 3.269 5.496 0.386  -0.018
H -5.517 3.097 2.979  0.108
H 2.652 10.255 -2.157  0.107
H -1.394 -0.893 8.461  0.104
F -1.887 5.780 7.115  0.067
C -1.363 -3.162 -1.687  -0.173
H -5.171 -1.711 1.249  0.100
H 1.001 7.491 4.104  0.105
C -0.752 -5.581 0.526  -0.113
C 2.872 -6.500 -5.434  -0.069
C 3.808 0.362 3.448  -0.023
C 0.824 1.141 -0.901  -0.352
C 4.779 -1.913 4.748  -0.071
H -3.338 -1.095 -2.670  0.096
H -7.512 -0.940 -0.821  0.125
H 0.362 4.053 -0.362  0.068
C -1.730 -2.224 -0.391  -0.117
C -0.985 5.636 6.136  -0.287
H 0.564 3.215 4.332  0.099
F 0.255 -4.200 -4.428  0.046
F -0.677 -7.026 0.959  0.022
H 3.200 1.571 0.374  -0.112
H -6.058 -1.766 -2.511  0.118
C -1.473 -1.279 6.341  -0.082
H -3.710 -0.342 0.241  0.123
C -5.811 1.978 3.222  -0.108
C 3.083 -10.183 -8.304  -0.023
H -4.149 1.293 -0.588  0.150
H -1.748 -2.587 -2.657  0.124
H -1.874 -1.622 4.244  0.108
C -0.640 4.359 5.705  -0.018
H 3.546 -9.226 -8.517  0.115
C 1.606 7.214 0.766  -0.013
H 0.475 -8.705 -4.437  0.112
H 3.611 13.842 -4.337  0.103
C 4.172 6.465 -0.050  -0.063
C 0.295 4.209 4.681  -0.083
F 1.145 -9.077 -7.541  0.055
C -6.232 -1.224 1.045  -0.164
C 0.448 -0.453 -0.671  -0.041
H 3.670 -13.529 -8.470  0.103
H -0.405 -1.467 6.256  0.104
C -4.148 -0.465 -2.101  -0.150
C 3.965 11.643 -1.182  -0.288
C -1.210 -0.686 -0.647  0.019
H 2.443 -1.275 0.186  0.071
C -6.560 -0.002 2.130  -0.236
F 0.456 -5.381 -0.343  0.026
C 3.793 7.810 -0.070  -0.078
C 1.846 -12.629 -7.757  -0.080
H 2.403 11.678 -4.194  0.106
H 5.254 13.177 -0.413  0.117
C 2.193 -5.307 -5.191  -0.017
H 3.549 4.448 0.416  0.092
H -0.892 4.241 -1.433  0.103
C -0.406 6.765 5.566  -0.012
H -0.208 -3.327 -1.862  0.106
H -6.507 -0.407 3.249  0.121
H -0.694 7.750 5.917  0.118
C -6.393 -0.667 -0.510  -0.205
H 3.623 1.221 5.415  0.108
H -1.068 -2.640 0.511  0.124
H 1.617 5.220 3.311  0.081
H 0.167 -11.439 -7.091  0.115
H -1.102 3.494 6.169  0.114
F 4.088 10.880 -0.087  0.049
F 4.067 -0.753 1.386  0.022
C -4.213 -0.781 6.561  -0.016
F -3.233 -4.810 0.655  -0.011
H 4.499 8.566 -0.406  0.098
H 4.494 -0.798 6.571  0.106
C 1.795 -10.223 -7.780  -0.300
F -4.433 -1.186 4.249  0.046
H 5.169 6.175 -0.374  0.110
C 4.516 13.649 -2.390  -0.078
O -5.639 1.147 1.999  -0.275
S 2.659 1.606 -0.939  0.705
C -2.178 -5.390 -0.258  -0.163
H 2.006 -1.911 -1.556  0.123
H 1.076 -2.671 -0.098  0.080
H -0.722 -6.563 -3.978  0.098
C 3.142 -12.598 -8.276  -0.094
H -7.699 0.305 1.956  0.141
C 4.639 12.857 -1.249  -0.015
H 4.772 -11.355 -8.948  0.107
H 3.883 -6.479 -5.835  0.109
C 0.537 6.615 4.550  -0.074
C -3.559 0.268 -0.757  -0.128